[1]
24
Properties=species:S:1:pos:R:3:forces:R:3 method="wB97M-V/def2-TZVPD" gap_ev=8.5 relative_energy_kj_mol=7.1 lumo_energy_ev=-8.97 mol_weight_da=389.1 largest_force_ev_per_a=7.15 charge=+2 homo_energy_ev=-17.51
O 0.6097 -4.6656 -4.1619 2.486 2.022 2.121
C 1.3411 -4.0416 -3.5235 -2.505 -1.963 -2.102
Lu 0.6670 0.5464 -1.5730 1.824 0.330 0.530
C 2.1015 2.1594 0.1423 1.376 4.890 2.589
O 2.6626 3.0465 0.6492 -2.142 -4.078 -1.964
C 4.0629 0.8074 -1.5997 4.435 -0.715 -5.562
O 4.6936 0.2137 -2.3796 -2.701 1.951 3.217
C 1.7409 2.7966 -2.2375 1.230 3.873 -1.845
O 2.1878 3.8254 -2.4704 -1.479 -3.505 0.839
C 3.2609 0.2689 -0.0477 0.568 -4.440 4.066
O 3.9955 -0.2768 0.6725 -1.632 1.971 -1.980
H -0.8578 0.4710 -2.4207 -1.097 0.122 -1.066
C -2.7856 0.8234 1.2736 -0.042 -0.210 0.028
N -2.0630 -0.4443 1.5091 1.968 -0.083 -1.100
C -2.6342 -1.4486 2.4089 -0.219 -0.574 0.514
C -0.9197 -0.7062 0.9129 -1.210 -0.367 0.934
O -0.3674 0.0423 0.0267 -0.314 -0.089 1.071
H -3.6846 0.7439 1.8852 0.074 0.378 -0.284
H -3.0441 0.9072 0.2110 0.036 0.067 0.312
H -2.1746 1.6736 1.6076 -0.209 -0.279 -0.149
H -2.8595 -2.3816 1.8869 0.062 0.220 -0.096
H -1.9803 -1.6745 3.2553 0.034 0.203 -0.178
H -3.5610 -1.0488 2.7961 -0.096 -0.031 0.103
H -0.3916 -1.6378 1.1763 -0.448 0.305 0.004

---

[2]
19
Properties=species:S:1:pos:R:3:forces:R:3 method="wB97M-V/def2-TZVPD" gap_ev=9.7 relative_energy_kj_mol=405.8 lumo_energy_ev=0.74 mol_weight_da=148.2 largest_force_ev_per_a=4.37 smiles="O=NN1Cc2ccccc2C1" homo_energy_ev=-8.98
O -2.8587 -0.5807 2.7615 -0.290 -0.177 -0.222
N -1.7878 -1.1385 2.5840 0.644 -0.033 0.421
N -0.9718 -0.4985 1.8039 0.555 2.316 -2.137
C -1.4799 0.6316 0.8030 1.826 -2.988 1.044
C -0.3722 0.4115 -0.2732 -3.493 2.020 0.926
C -0.3058 1.0734 -1.4505 -0.591 2.053 -2.437
C 0.7500 0.9418 -2.3399 0.881 -0.740 -0.267
C 1.7884 0.0320 -2.0831 0.689 -0.854 0.868
C 1.7380 -0.5395 -0.7596 1.472 -0.871 -1.095
C 0.6380 -0.3691 0.0942 2.951 -1.653 0.302
C 0.4526 -0.9710 1.4375 -2.765 -2.249 2.526
H -1.3618 1.5243 1.3791 -0.165 0.931 -0.174
H -2.5359 0.4186 0.5667 0.633 0.132 -0.085
H -1.0670 1.7941 -1.8142 0.251 -0.567 0.786
H 0.7896 1.5744 -3.2166 -0.208 -0.205 -0.177
H 2.6265 -0.2807 -2.8782 -1.954 1.063 2.158
H 2.6138 -1.1638 -0.4091 -1.220 0.623 -0.489
H 1.1835 -0.7846 2.2832 -0.752 0.252 -1.227
H 0.1605 -2.0752 1.5112 1.536 0.947 -0.722

---

[3]
19
Properties=species:S:1:pos:R:3:forces:R:3 method="wB97M-V/def2-TZVPD" gap_ev=8.6 relative_energy_kj_mol=698.5 lumo_energy_ev=0.66 mol_weight_da=148.2 largest_force_ev_per_a=16.09 smiles=COc1ccc2c[nH]nc2c1 homo_energy_ev=-7.96
C -2.5031 -2.3081 0.5818 -3.638 -0.956 4.671
O -1.3478 -2.1459 1.2078 4.746 3.329 1.141
C -0.6602 -1.0272 0.8073 2.617 0.704 -1.914
C 0.3347 -0.5266 1.7475 0.309 9.941 -12.643
C 1.1995 0.5460 1.4209 -9.342 -6.660 -9.068
C 1.0639 1.0470 -0.0091 0.736 -1.196 7.897
C 1.6734 2.1080 -0.5380 -1.211 -1.130 -4.585
N 1.2649 2.0094 -1.8507 -0.035 2.897 -3.097
N 0.2715 1.0886 -2.0018 0.734 2.350 -5.384
C 0.1610 0.4960 -0.8943 0.003 -1.393 2.245
C -0.6484 -0.5909 -0.5094 -3.137 -2.311 0.208
H -3.2152 -1.5010 0.6530 0.045 0.727 -0.356
H -2.4431 -2.7529 -0.2950 0.152 -1.876 -4.428
H -2.7955 -3.0150 1.3589 -2.026 -0.888 -0.897
H 0.3510 -1.0693 2.4208 0.828 -8.313 12.542
H 1.7351 0.9715 2.0075 6.834 4.782 7.143
H 2.4420 2.7512 -0.5016 2.624 2.023 1.642
H 1.6197 2.7851 -2.7646 -1.932 -3.566 3.910
H -1.3918 -1.1529 -1.2139 1.691 1.534 0.973

---

[4]
20
Properties=species:S:1:pos:R:3:forces:R:3 method="wB97M-V/def2-TZVPD" gap_ev=9.2 relative_energy_kj_mol=197.2 lumo_energy_ev=0.81 mol_weight_da=164.2 largest_force_ev_per_a=3.35 smiles="COn1c(=O)[nH]c2ccccc21" homo_energy_ev=-8.35
C -2.7123 -1.3601 0.4965 -3.113 -0.113 0.517
O -2.0540 -0.8846 -0.6854 0.482 -0.842 0.822
N -1.1109 0.0146 -0.3217 -0.939 0.949 0.080
C -1.5219 1.3178 -0.2113 -1.963 1.016 -0.865
O -2.6895 1.7207 -0.4360 3.118 -0.494 1.127
N -0.3282 2.0007 0.0895 -1.807 0.701 -0.349
C 0.7307 1.1351 -0.0117 2.648 1.138 0.703
C 2.1403 1.2851 -0.0309 -1.943 2.478 0.084
C 2.9840 0.2381 -0.1053 -0.160 -2.159 0.650
C 2.4738 -1.0924 -0.1488 -0.871 -1.289 -1.527
C 1.0838 -1.2219 -0.3765 -0.587 -0.625 1.174
C 0.2559 -0.1103 -0.1778 -0.123 -2.513 -1.377
H -3.6968 -0.7174 0.7995 2.745 -0.889 -0.653
H -3.1875 -2.3051 0.1636 0.562 0.270 0.341
H -2.0403 -1.5341 1.3729 -0.420 0.309 -0.911
H -0.3915 2.9652 0.3765 0.468 -0.115 -0.220
H 2.5462 2.2988 -0.0367 -0.056 -0.255 0.204
H 4.0023 0.5108 0.0072 0.977 -0.422 -0.176
H 3.0288 -2.0972 -0.2384 -0.332 2.161 0.299
H 0.4870 -2.1639 -0.5254 1.313 0.694 0.076